# 1
Density functional theory data (ωB97M-V/def2-TZVPD) for a molecular structure, C46H28IN10O2Ru.

```
! wB97M-V def2-TZVPD RIJCOSX def2/J DEFGRID3
* xyz 0 6
Ru 0.160 0.453 0.116
C 5.060 -3.934 0.976
C 4.021 -4.861 0.960
C 2.707 -4.465 0.718
C 2.489 -3.122 0.508
C 1.247 -2.362 0.244
N 1.545 -1.061 0.100
C 2.902 -0.882 0.249
N 3.581 0.206 0.128
C 3.024 1.417 -0.067
C 3.795 2.551 -0.522
C 5.128 2.682 -0.892
C 5.556 3.932 -1.296
C 4.679 5.029 -1.326
C 3.354 4.900 -0.956
C 2.923 3.638 -0.558
C 1.647 3.136 -0.122
N 0.593 3.936 0.172
C -0.598 3.532 0.342
N -1.156 2.265 -0.067
C -2.359 1.991 0.844
N -3.434 0.187 -0.620
C -2.685 -0.818 -0.501
N -1.309 -1.000 -0.124
C -1.043 -2.299 -0.138
N 0.089 -2.956 0.143
C -2.237 -3.082 -0.500
C -2.418 -4.444 -0.642
C -3.680 -4.871 -1.037
C -4.704 -3.955 -1.279
C -4.502 -2.586 -1.135
C -3.246 -2.179 -0.738
C -2.648 3.342 1.435
C -3.708 3.740 2.230
C -3.718 5.047 2.699
C -2.686 5.934 2.389
C -1.621 5.529 1.601
C -1.628 4.227 1.121
N 1.739 1.802 0.160
C 3.519 -2.200 0.520
C 4.824 -2.579 0.749
H 6.069 -4.275 1.167
H 4.239 -5.905 1.141
H 1.889 -5.173 0.706
H 5.798 1.833 -0.861
H 6.587 4.074 -1.596
H 5.053 5.993 -1.647
H 2.676 5.743 -0.974
H -1.610 -5.137 -0.448
H -3.874 -5.929 -1.159
H -5.675 -4.321 -1.589
H -5.285 -1.864 -1.323
H -4.514 3.061 2.479
H -4.540 5.384 3.316
H -2.718 6.945 2.772
H -0.805 6.196 1.359
H 5.623 -1.850 0.755
C 1.762 -1.973 4.011
C 0.281 -1.751 4.125
N -0.370 -2.424 5.040
C -1.702 -2.231 5.181
C -2.414 -1.333 4.440
C -3.895 -1.190 4.649
O -4.673 -1.764 3.597
C -1.733 -0.580 3.449
C -2.434 0.444 2.706
N -1.888 0.971 1.686
C -3.196 1.611 -0.442
C -4.498 2.287 -0.751
C -4.618 3.027 -1.876
C -3.500 3.363 -2.704
C -2.192 3.089 -2.266
C -2.083 2.285 -1.185
I 0.439 0.451 -2.661
C -0.347 -0.803 3.231
O 0.375 -0.193 2.361
H 2.168 -2.213 4.992
H 2.258 -1.097 3.599
H 1.972 -2.819 3.352
H -2.196 -2.831 5.937
H -4.172 -0.138 4.788
H -4.185 -1.718 5.556
H -4.238 -1.590 2.757
H -3.429 0.749 3.050
H -5.362 2.031 -0.148
H -5.594 3.395 -2.164
H -3.658 3.939 -3.605
H -1.327 3.565 -2.711
*
```

Properties
Electronic energy ... -77834.0141 eV
HOMO energy (spin up / spin down) ... -0.2540 / -0.2712 Ha
Energy relative to the best compared isomer or geometry (same formula, charge and spin) ... 0.000 eV

***

# 2
Density functional theory data (ωB97M-V/def2-TZVPD) for C5H10O2 in the gas phase at a distorted geometry.

```
! wB97M-V def2-TZVPD RIJCOSX def2/J DEFGRID3
* xyz 0 1
C -0.544 2.187 -0.234
C -0.226 0.863 -0.918
C 0.580 -0.027 0.024
O -0.240 -0.092 1.282
C 0.700 -1.497 -0.388
C -0.239 -2.085 0.686
O 0.149 -2.683 1.666
H -1.197 2.814 -0.845
H -1.036 1.981 0.719
H 0.375 2.748 -0.025
H -1.151 0.331 -1.180
H 0.302 1.036 -1.869
H 1.538 0.433 0.282
H 0.274 -0.374 2.060
H 1.705 -1.918 -0.280
H 0.313 -1.732 -1.390
H -1.304 -1.984 0.410
*
```

Properties
Electronic energy ... -9441.0417 eV
HOMO energy ... -0.3455 Ha
SMILES ... CC[C@@H](O)CC=O
Energy relative to the best compared isomer or geometry (same formula, charge and spin) ... 2.001 eV

***

# 3
Density functional theory data (ωB97M-V/def2-TZVPD) for a molecular structure, C38H37BN8O2RuS4Si at a distorted geometry.

```
! wB97M-V def2-TZVPD RIJCOSX def2/J DEFGRID3
* xyz -1 6
Ru -0.108 -0.039 0.105
N 2.088 -3.617 -0.883
C 0.962 -4.303 -0.492
C 0.747 -5.623 -0.147
C -0.554 -5.976 0.177
C -1.593 -5.051 0.154
C -1.388 -3.733 -0.193
C -0.089 -3.356 -0.509
N 0.406 -2.135 -0.855
C 1.714 -2.299 -1.030
C 2.578 -1.218 -1.357
C 3.871 -1.245 -1.844
S 4.446 0.366 -2.093
C 2.910 0.959 -1.519
N 2.079 0.044 -1.183
H 3.037 -3.934 -0.798
H 1.558 -6.339 -0.112
H -0.765 -6.999 0.453
H -2.586 -5.374 0.428
H -2.170 -2.992 -0.191
H 4.476 -2.093 -2.090
H 2.728 2.015 -1.442
C 0.458 -2.148 -4.204
N -0.793 -1.851 -3.577
C -1.802 -2.743 -3.346
C -2.818 -2.072 -2.767
N -2.467 -0.729 -2.631
B -3.433 0.256 -2.240
N -3.229 1.707 -2.261
C -4.075 2.532 -2.982
C -3.653 3.808 -2.854
N -2.553 3.797 -2.045
C -1.799 4.927 -1.585
C -2.309 2.514 -1.658
S -1.208 2.219 -0.422
C -1.177 -0.618 -3.118
S -0.275 0.763 -3.346
H 0.296 -2.864 -5.012
H 1.169 -2.570 -3.489
H 0.862 -1.216 -4.603
H -1.721 -3.774 -3.629
H -3.776 -2.417 -2.438
H -4.551 -0.105 -2.158
H -3.187 -0.014 -0.263
H -4.897 2.127 -3.532
H -4.043 4.713 -3.271
H -2.012 5.787 -2.218
H -0.735 4.691 -1.616
H -2.054 5.162 -0.549
S 1.169 1.387 1.865
C 1.652 2.599 0.872
N 2.045 3.472 0.217
O -0.457 -1.314 1.987
Si -0.349 -2.152 3.290
C -1.853 -3.319 3.485
C -1.925 -4.329 4.435
C -3.063 -5.099 4.595
C -4.170 -4.872 3.796
C -4.112 -3.886 2.825
C -2.967 -3.126 2.677
C 1.292 -3.136 3.354
C 1.653 -4.041 4.346
C 2.884 -4.672 4.342
C 3.794 -4.406 3.335
C 3.462 -3.498 2.343
C 2.228 -2.874 2.360
C -0.313 -1.103 4.897
C -1.416 -0.986 5.734
C -1.377 -0.216 6.884
C -0.220 0.463 7.225
C 0.886 0.374 6.396
C 0.833 -0.398 5.249
H -1.076 -4.529 5.070
H -3.086 -5.885 5.340
H -5.068 -5.458 3.938
H -4.973 -3.710 2.190
H -2.920 -2.362 1.918
H 0.967 -4.257 5.153
H 3.132 -5.372 5.133
H 4.759 -4.895 3.331
H 4.186 -3.271 1.566
H 1.967 -2.143 1.601
H -2.328 -1.511 5.478
H -2.253 -0.140 7.517
H -0.184 1.066 8.124
H 1.790 0.915 6.646
H 1.698 -0.449 4.604
C -3.098 0.410 1.651
O -2.750 -0.380 0.528
H -4.144 0.219 1.927
H -2.955 1.476 1.449
H -2.430 0.115 2.460
*
```

Properties
Electronic energy ... -110503.8008 eV
HOMO energy (spin up / spin down) ... -0.0797 / -0.1622 Ha
Energy relative to the best compared isomer or geometry (same formula, charge and spin) ... 1.485 eV

***

What is the formula in the third record?
C38H37BN8O2RuS4Si